The following is a quantum chemistry calculation of C46H38BrN2O4PbS2 as an isolated structure, from the OMol25 dataset.

Structure (ORCA input):
```
! RIJCOSX wB97M-V def2-TZVPD def2/J DEFGRID3
* xyz 3 1
Pb -2.110 -1.309 -0.543
C -1.712 -1.203 4.542
O -2.876 -0.696 3.837
C -2.834 -0.696 2.533
O -1.867 -1.078 1.858
N -3.974 -0.215 1.991
N -4.095 -0.146 0.597
H -1.949 -1.079 5.592
H -0.836 -0.619 4.267
H -1.570 -2.253 4.299
H -4.730 0.085 2.591
H -4.058 0.827 0.291
H -4.981 -0.553 0.307
Br -3.227 -3.791 0.561
C -4.193 -4.317 -1.012
C -4.872 -5.495 -0.955
C -5.616 -5.913 -2.079
C -5.646 -5.147 -3.205
C -4.934 -3.925 -3.281
C -4.964 -3.135 -4.459
C -4.281 -1.959 -4.558
C -3.501 -1.507 -3.465
C -3.521 -2.251 -2.333
C -4.178 -3.483 -2.154
H -4.851 -6.103 -0.062
H -6.162 -6.844 -2.032
H -6.223 -5.461 -4.065
H -5.548 -3.493 -5.297
H -4.314 -1.370 -5.464
H -2.924 -0.595 -3.559
C 7.888 -1.442 2.832
C 6.443 -1.063 2.696
C 6.063 0.087 2.004
C 4.732 0.455 1.898
C 3.769 -0.344 2.495
C 4.118 -1.475 3.223
C 5.452 -1.835 3.303
S 2.061 0.129 2.405
O 1.996 1.573 2.004
C 1.597 -0.771 0.912
C 1.365 -2.157 1.073
C 1.048 -2.924 -0.005
C 0.889 -2.336 -1.290
C 0.517 -3.122 -2.409
C 0.319 -2.545 -3.631
C 0.476 -1.151 -3.783
C 0.842 -0.368 -2.724
C 1.076 -0.939 -1.447
C 1.474 -0.155 -0.311
C 1.746 1.297 -0.538
C 2.932 1.704 -1.200
C 3.950 0.791 -1.510
C 5.121 1.220 -2.131
C 5.303 2.559 -2.452
C 4.312 3.486 -2.153
C 3.118 3.078 -1.529
C 2.116 4.004 -1.217
C 0.933 3.597 -0.586
C 0.755 2.275 -0.270
S -0.691 1.684 0.612
O -1.535 1.027 -0.490
C -1.512 3.178 1.036
C -1.235 3.721 2.286
C -1.860 4.901 2.649
C -2.765 5.532 1.792
C -3.463 6.793 2.206
C -3.023 4.956 0.545
C -2.397 3.786 0.152
H 8.518 -0.876 2.149
H 8.036 -2.505 2.644
H 8.232 -1.241 3.849
H 6.827 0.712 1.558
H 4.444 1.374 1.406
H 3.366 -2.062 3.735
H 5.734 -2.716 3.865
H 1.458 -2.601 2.055
H 0.894 -3.990 0.107
H 0.399 -4.191 -2.278
H 0.049 -3.152 -4.485
H 0.314 -0.697 -4.752
H 0.950 0.699 -2.869
H 3.835 -0.253 -1.249
H 5.898 0.502 -2.358
H 6.215 2.882 -2.936
H 4.452 4.531 -2.394
H 2.258 5.048 -1.464
H 0.182 4.334 -0.334
H -0.535 3.236 2.956
H -1.649 5.339 3.615
H -2.923 7.305 3.000
H -4.463 6.563 2.578
H -3.577 7.474 1.364
H -3.716 5.442 -0.129
H -2.581 3.355 -0.824
*
```

Results
relative energy (zero: lowest compared OMol25 entry of this formula, charge and spin) = 0.000 eV
frontier orbital gap (alpha / beta) = 0.2088 / 0.1663 Ha
HOMO energy (alpha / beta) = -15.28 / -15.26 eV
LUMO energy (alpha / beta) = -9.6 / -10.7 eV
calculated total energy = -156423.8669 eV